## 1
CF3I2P as an isolated structure, computed with wB97M-V/def2-TZVPD.

## Properties
**Total charge**: 0
**Highest occupied orbital energy**: -9.26 eV
**Lowest unoccupied orbital energy**: -0.8 eV
**Orbital gap**: 0.3121 hartree

```
7
CF3I2P wB97M-V/def2-TZVPD
C 0.083 -0.159 -0.033
F 1.312 0.087 0.359
F -0.377 -1.288 0.500
F 0.019 -0.251 -1.363
P -1.600 1.554 0.519
I -0.808 1.846 2.791
I -0.429 3.322 -0.647
```

Results of the Mulliken charge analysis, in e, for atoms 1 through 4: 0.44 -0.17 -0.19 -0.18

***

## 2
A 2-piece molecular cluster, CF3I2P overall, computed with wB97M-V/def2-TZVPD.

## Properties
**Total charge**: 0
**Highest occupied orbital energy (alpha / beta)**: -9.11 / -8.66 eV
**Lowest unoccupied orbital energy (alpha / beta)**: -1.5 / -1.1 eV
**Orbital gap (alpha / beta)**: 0.2801 / 0.2766 hartree

```
7
CF3I2P wB97M-V/def2-TZVPD
C 0.196 -0.018 0.071
F 0.552 -1.205 0.448
F 1.090 0.315 -0.905
F 0.193 0.833 1.064
P -2.313 0.116 -1.071
I -3.278 -1.768 0.085
I -2.999 2.037 0.073
```

Results of the Mulliken charge analysis, in e, for atoms 1 through 4: 0.42 -0.16 -0.21 -0.17

***

The data favor 1; the next most stable structure lies 0.0342 hartree above it.

***

## 1
A 2-piece molecular cluster, C6H11P overall, computed with wB97M-V/def2-TZVPD.

## Properties
**Total charge**: 0
**SMILES**: CC(C)=P.C#CC
**Highest occupied orbital energy**: -8.88 eV
**Lowest unoccupied orbital energy**: 0.5 eV
**Orbital gap**: 0.3434 hartree

```
18
C6H11P wB97M-V/def2-TZVPD
C -1.355 -0.653 3.703
C -0.991 -1.489 2.912
C 0.247 0.933 -1.656
C -0.328 -2.546 2.117
C 1.217 1.344 -2.746
C 0.504 1.425 -0.317
P -1.162 0.089 -1.989
H -2.120 -0.071 4.101
H -1.131 0.268 -3.343
H -1.121 -3.275 1.939
H 0.184 -2.205 1.223
H 0.428 -2.829 2.809
H 1.838 0.541 -2.860
H 1.688 2.278 -2.561
H 0.630 1.368 -3.663
H 1.328 1.077 0.294
H 0.473 2.561 -0.248
H -0.330 1.185 0.285
```

Results of the Mulliken charge analysis, in e, for atoms 1 through 4: -0.15 -0.14 0.68 -0.85

***

## 2
One molecule with the formula C6H11P, computed with wB97M-V/def2-TZVPD.

## Properties
**Total charge**: 0
**SMILES**: [H]/P=C(/C=C)C(C)C
**Highest occupied orbital energy**: -8.38 eV
**Lowest unoccupied orbital energy**: -0.2 eV
**Orbital gap**: 0.3003 hartree

```
18
C6H11P wB97M-V/def2-TZVPD
C 0.271 2.592 0.617
C -0.783 1.746 0.686
C -0.755 0.302 0.270
C 0.584 -0.786 -1.462
C 0.600 -1.680 0.819
C 0.524 -0.370 -0.037
P -2.428 -0.126 0.042
H 0.098 3.690 0.796
H 1.270 2.347 0.240
H -1.765 2.122 0.792
H -0.299 -1.469 -1.710
H 1.385 -1.447 -1.574
H 0.661 0.024 -2.060
H 1.522 -2.115 1.198
H 0.007 -1.379 1.634
H 0.014 -2.362 0.295
H 1.271 0.381 0.048
H -2.177 -1.469 -0.593
```

Results of the Mulliken charge analysis, in e, for atoms 1 through 4: -0.80 -0.53 0.47 -1.54

***

The data favor 2; the next most stable structure lies 0.0435 hartree above it.

***

## 1
A 2-piece molecular cluster, C8H13N4 overall, computed with wB97M-V/def2-TZVPD.

## Properties
**Total charge**: +1
**Highest occupied orbital energy (alpha / beta)**: -12.07 / -12.08 eV
**Lowest unoccupied orbital energy (alpha / beta)**: -4.7 / -4.7 eV
**Orbital gap (alpha / beta)**: 0.2696 / 0.2700 hartree

```
25
C8H13N4 wB97M-V/def2-TZVPD
C -0.115 0.995 -3.234
C -0.495 -0.092 -2.504
C -0.131 2.297 -2.698
C -1.040 1.479 -0.820
C -0.884 0.164 -1.154
C -0.771 0.023 1.843
C -1.234 -0.927 -0.326
C 2.133 -0.162 1.930
N -0.770 2.548 -1.584
N -1.377 -0.824 0.967
N 1.078 -1.943 0.944
N 0.920 -1.069 1.917
H 0.328 0.930 -4.253
H -0.405 -1.099 -2.960
H 0.093 3.157 -3.316
H -1.418 1.666 0.194
H -0.466 0.936 1.543
H -1.263 -0.019 2.785
H -1.476 -1.968 -0.747
H 2.495 0.022 0.978
H 2.053 0.614 2.607
H 2.950 -0.685 2.336
H -1.778 -1.633 1.543
H 0.663 -2.894 1.174
H 0.909 -1.515 2.835
```

Results of the Mulliken charge analysis, in e, for atoms 1 through 4: -0.29 -0.58 -0.33 -0.44

***

## 2
A 2-piece molecular cluster, C8H13N4 overall, computed with wB97M-V/def2-TZVPD.

## Properties
**Total charge**: +1
**Highest occupied orbital energy**: -12.36 eV
**Lowest unoccupied orbital energy**: -2.7 eV
**Orbital gap**: 0.3557 hartree

```
25
C8H13N4 wB97M-V/def2-TZVPD
C -0.083 -2.051 2.576
C 1.157 -1.991 2.017
C -1.077 -1.224 2.234
C 1.476 -1.062 1.094
C -0.741 -0.187 1.445
C 0.524 -0.101 0.822
C -1.574 0.926 0.939
C 0.496 0.446 -2.169
N 0.616 0.996 -0.182
N -0.673 1.684 -0.018
N -0.385 -0.542 -2.081
N 0.113 1.637 -2.747
H -0.238 -2.941 3.218
H 1.973 -2.758 2.269
H -2.133 -1.315 2.646
H 2.356 -0.953 0.651
H -2.053 1.428 1.747
H -2.437 0.525 0.186
H 1.416 1.538 -0.050
H -0.468 2.630 0.378
H -0.072 -1.414 -1.724
H -1.324 -0.133 -1.869
H 0.738 2.433 -2.924
H -0.783 1.891 -2.564
H 1.453 0.123 -2.305
```

Results of the Mulliken charge analysis, in e, for atoms 1 through 4: -0.24 -0.44 -0.84 -0.97

***

The data favor 2; the next most stable structure lies 0.1061 hartree above it.

***

## 1
One molecule with the formula C2H3OP, computed with wB97M-V/def2-TZVPD.

## Properties
**Total charge**: 0
**SMILES**: C=CP=O
**Highest occupied orbital energy**: -9.54 eV
**Lowest unoccupied orbital energy**: -0.9 eV
**Orbital gap**: 0.3165 hartree

```
7
C2H3OP wB97M-V/def2-TZVPD
C -1.191 0.383 -0.003
C 0.033 -0.167 -0.004
O 2.653 -0.704 0.001
P 1.844 0.506 0.002
H -2.088 -0.215 -0.009
H 0.081 -1.254 0.009
H -1.332 1.453 0.004
```

Results of the Mulliken charge analysis, in e, for atoms 1 through 4: -0.39 -0.28 -0.39 0.31

***

## 2
One molecule with the formula C2H3OP, computed with wB97M-V/def2-TZVPD.

## Properties
**Total charge**: 0
**SMILES**: C=CP=O
**Highest occupied orbital energy**: -9.43 eV
**Lowest unoccupied orbital energy**: -0.9 eV
**Orbital gap**: 0.3147 hartree

```
7
C2H3OP wB97M-V/def2-TZVPD
C -1.160 -0.392 -0.047
C 0.026 0.256 -0.052
O 2.711 0.598 -0.104
P 1.761 -0.501 -0.061
H -1.963 0.179 0.006
H -1.331 -1.419 -0.080
H -0.043 1.278 0.339
```

Results of the Mulliken charge analysis, in e, for atoms 1 through 4: -0.51 -0.20 -0.40 0.29

***

## 3
One molecule with the formula C2H3OP, computed with wB97M-V/def2-TZVPD.

## Properties
**Total charge**: 0
**SMILES**: C=CP=O
**Highest occupied orbital energy**: -8.61 eV
**Lowest unoccupied orbital energy**: -0.8 eV
**Orbital gap**: 0.2860 hartree

```
7
C2H3OP wB97M-V/def2-TZVPD
C 0.102 0.223 -0.494
C 0.890 -0.210 0.489
O 3.607 -0.552 -0.550
P 3.019 0.456 0.285
H -0.865 -0.215 -0.652
H 0.342 1.071 -1.189
H 0.963 -0.893 1.255
```

Results of the Mulliken charge analysis, in e, for atoms 1 through 4: -0.46 -0.39 -0.33 0.40

***

The data favor 1; the next most stable structure lies 0.0114 hartree above it.

***

## 1
One molecule with the formula C5H4O2, computed with wB97M-V/def2-TZVPD.

## Properties
**Total charge**: 0
**SMILES**: O=c1cccco1
**Highest occupied orbital energy**: -9.19 eV
**Lowest unoccupied orbital energy**: 0.2 eV
**Orbital gap**: 0.3448 hartree

```
11
C5H4O2 wB97M-V/def2-TZVPD
O 2.341 -1.362 0.320
C 1.294 -0.781 0.211
O 0.128 -1.546 0.142
C -1.084 -0.989 -0.030
C -1.279 0.332 -0.174
C -0.121 1.184 -0.125
C 1.099 0.658 0.110
H -1.868 -1.740 -0.046
H -2.279 0.726 -0.306
H -0.224 2.252 -0.293
H 1.994 1.265 0.189
```

Results of the Mulliken charge analysis, in e, for atoms 1 through 4: -0.57 0.47 -0.27 -0.17

***

## 2
A 2-piece molecular cluster, C5H4O2 overall, computed with wB97M-V/def2-TZVPD.

## Properties
**Total charge**: 0
**Highest occupied orbital energy**: -9.09 eV
**Lowest unoccupied orbital energy**: 0.2 eV
**Orbital gap**: 0.3409 hartree

```
11
C5H4O2 wB97M-V/def2-TZVPD
C -2.096 -2.100 -0.793
C -3.892 0.513 0.138
C 0.064 0.889 0.126
C -1.093 0.190 0.006
C -1.015 -1.283 -0.078
O -4.481 1.498 0.057
O -2.122 -2.042 0.488
H 0.011 1.918 0.094
H 0.831 0.204 0.221
H -2.158 0.581 -0.192
H -0.041 -1.762 0.042
```

Results of the Mulliken charge analysis, in e, for atoms 1 through 4: -0.29 0.20 -0.83 0.30

***

## 3
One molecule with the formula C5H4O2, computed with wB97M-V/def2-TZVPD.

## Properties
**Total charge**: 0
**SMILES**: O=C1C=CCC1=O
**Highest occupied orbital energy**: -9.32 eV
**Lowest unoccupied orbital energy**: 0.2 eV
**Orbital gap**: 0.3512 hartree

```
11
C5H4O2 wB97M-V/def2-TZVPD
O -0.538 2.377 -0.581
C -0.285 1.258 -0.228
C -1.118 -0.024 -0.244
C -0.021 -1.078 -0.104
C 1.222 -0.613 -0.293
C 0.987 0.686 0.391
O 1.368 0.862 1.523
H -1.835 0.026 0.586
H -1.669 -0.189 -1.173
H -0.172 -2.052 0.340
H 2.134 -1.189 -0.212
```

Results of the Mulliken charge analysis, in e, for atoms 1 through 4: -0.50 0.22 -0.38 -0.25

***

The data favor 1; the next most stable structure lies 0.0713 hartree above it.

***

## 1
One molecule with the formula C4H4OS2, computed with wB97M-V/def2-TZVPD.

## Properties
**Total charge**: 0
**SMILES**: S=C1CSC=CO1
**Highest occupied orbital energy**: -8.41 eV
**Lowest unoccupied orbital energy**: -0.1 eV
**Orbital gap**: 0.3051 hartree

```
11
C4H4OS2 wB97M-V/def2-TZVPD
C 0.801 0.836 0.498
C 0.038 0.966 -0.887
C -0.625 -1.374 -0.293
C -0.391 -1.148 1.025
H 0.503 2.036 -1.268
H -0.994 1.322 -0.698
H -1.020 -2.297 -0.683
H -0.808 -1.685 1.811
O 0.365 -0.099 1.269
S 2.033 1.957 0.846
S 0.097 -0.513 -1.621
```

Results of the Mulliken charge analysis, in e, for atoms 1 through 4: 0.29 -0.54 -0.35 -0.15

***

## 2
One molecule with the formula C4H4OS2, computed with wB97M-V/def2-TZVPD.

## Properties
**Total charge**: 0
**SMILES**: CC(=S)SC=C=O
**Highest occupied orbital energy (alpha / beta)**: -8.39 / -8.39 eV
**Lowest unoccupied orbital energy (alpha / beta)**: -0.7 / -0.7 eV
**Orbital gap (alpha / beta)**: 0.2816 / 0.2815 hartree

```
11
C4H4OS2 wB97M-V/def2-TZVPD
C 1.182 -0.058 -1.667
C 1.729 -1.098 -0.511
C -0.578 -0.140 1.315
C -1.049 0.811 0.321
O 1.273 0.941 -2.221
S -1.303 -0.274 2.793
S 0.456 -1.429 0.774
H 1.889 -2.043 -0.915
H -1.729 0.310 -0.243
H -1.509 1.698 0.693
H -0.360 1.283 -0.340
```

Results of the Mulliken charge analysis, in e, for atoms 1 through 4: 0.50 -0.41 0.38 -1.34

***

## 3
One molecule with the formula C4H4OS2, computed with wB97M-V/def2-TZVPD.

## Properties
**Total charge**: 0
**SMILES**: O=C1CCC(=S)S1
**Highest occupied orbital energy**: -8.99 eV
**Lowest unoccupied orbital energy**: -0.9 eV
**Orbital gap**: 0.2973 hartree

```
11
C4H4OS2 wB97M-V/def2-TZVPD
C 1.786 -0.029 -0.042
C 1.196 1.330 0.269
C -0.277 1.417 -0.087
C -0.904 0.015 0.121
H 1.976 1.839 -0.378
H 1.155 1.445 1.280
H -0.338 1.333 -1.269
H -0.987 2.205 0.314
O 2.952 -0.358 -0.279
S -2.608 -0.127 -0.096
S 0.344 -1.145 0.141
```

Results of the Mulliken charge analysis, in e, for atoms 1 through 4: 0.54 -0.57 -0.59 0.16

***

The data favor 3; the next most stable structure lies 0.0410 hartree above it.

***

## 1
One molecule with the formula C4H4OS2, computed with wB97M-V/def2-TZVPD.

## Properties
**Total charge**: 0
**SMILES**: C#C[C@@H](O)C(=S)S
**Highest occupied orbital energy**: -9.35 eV
**Lowest unoccupied orbital energy**: -0.5 eV
**Orbital gap**: 0.3238 hartree

```
11
C4H4OS2 wB97M-V/def2-TZVPD
C 0.697 0.241 -0.078
C 0.112 -1.112 0.156
C -0.259 -2.236 0.346
C -0.530 1.201 -0.189
H 1.074 0.505 -1.937
H 1.344 0.430 0.798
H -0.656 -3.243 0.428
H -0.920 0.498 1.978
O 1.561 0.318 -1.138
S -1.544 1.456 1.225
S -0.879 1.942 -1.588
```

Results of the Mulliken charge analysis, in e, for atoms 1 through 4: -0.26 -0.44 0.06 0.40

***

## 2
One molecule with the formula C4H4OS2, computed with wB97M-V/def2-TZVPD.

## Properties
**Total charge**: 0
**SMILES**: O=C1S[C@@H]2C[C@H]2S1
**Highest occupied orbital energy**: -9.37 eV
**Lowest unoccupied orbital energy**: -0.1 eV
**Orbital gap**: 0.3393 hartree

```
11
C4H4OS2 wB97M-V/def2-TZVPD
C -2.007 -0.001 -0.168
C 0.373 0.769 0.368
C 1.620 -0.080 0.173
C 0.337 -0.502 -0.481
H 0.402 0.544 1.337
H 2.370 -0.002 -0.693
H 1.804 -0.900 0.941
H 0.283 -0.072 -1.454
O -3.191 0.000 0.218
S -0.958 1.743 -0.174
S -1.033 -1.499 -0.068
```

Results of the Mulliken charge analysis, in e, for atoms 1 through 4: 0.45 -0.35 -0.29 -0.36

***

The data favor 1; the next most stable structure lies 0.0505 hartree above it.

***

## 1
One molecule with the formula C5H7NO2, computed with wB97M-V/def2-TZVPD.

## Properties
**Total charge**: 0
**SMILES**: C[C@]1(O)[C@@H]2ON=C[C@@H]21
**Highest occupied orbital energy**: -9.00 eV
**Lowest unoccupied orbital energy**: 0.7 eV
**Orbital gap**: 0.3546 hartree

```
15
C5H7NO2 wB97M-V/def2-TZVPD
C -1.437 -0.298 0.070
C -0.149 0.223 -0.644
C 1.178 -0.326 -0.508
C 0.826 -0.215 1.618
C 0.880 0.798 0.282
H -1.181 -0.634 1.197
H -2.334 0.550 0.129
H -1.808 -1.081 -0.524
H -1.246 1.099 -2.152
H 1.613 0.123 -1.595
H 0.203 0.305 2.552
H 0.998 1.851 0.119
N 1.217 -1.399 1.346
O -0.363 0.612 -1.926
O 1.602 -1.607 0.037
```

Results of the Mulliken charge analysis, in e, for atoms 1 through 4: -1.08 0.92 -0.29 -0.32

***

## 2
One molecule with the formula C5H7NO2, computed with wB97M-V/def2-TZVPD.

## Properties
**Total charge**: 0
**Highest occupied orbital energy (alpha / beta)**: -7.11 / -7.11 eV
**Lowest unoccupied orbital energy (alpha / beta)**: 0.6 / 0.6 eV
**Orbital gap (alpha / beta)**: 0.2816 / 0.2816 hartree

```
15
C5H7NO2 wB97M-V/def2-TZVPD
C 1.302 -0.563 -0.677
C -0.381 0.905 -1.374
C 0.674 -0.096 0.382
C -0.468 0.781 0.087
C -1.937 0.228 0.565
N 2.338 -1.246 -1.163
O -0.823 1.420 -2.321
O 0.834 -0.477 1.688
H -0.454 1.797 0.586
H -2.103 0.664 1.554
H -1.780 -0.822 0.755
H -2.736 0.386 -0.206
H 2.564 -2.003 -0.552
H -0.083 -0.474 2.078
H 3.052 -0.500 -1.401
```

Results of the Mulliken charge analysis, in e, for atoms 1 through 4: -0.41 -0.05 0.35 0.49

***

The data favor 2; the next most stable structure lies 0.0713 hartree above it.